No. 1
C4H8NS | ωB97M-V/def2-TZVPD

Geometry as XYZ:
```
14
C4H8NS (ωB97M-V/def2-TZVPD)
C -1.03219 0.51812 -0.43013
C 1.24547 1.59655 0.24317
C 1.21150 0.16230 0.60316
C -1.99796 -1.66306 -0.46014
N 0.16077 0.81632 -0.14177
S -1.39916 -2.26304 -1.91979
H -1.76420 1.11641 -0.85168
H 1.15343 2.35101 1.02289
H 1.78658 1.97054 -0.52994
H 1.99511 -0.20540 -0.00102
H 1.06506 -0.19091 1.60055
H -1.65488 -1.97569 0.49354
H -3.06639 -1.24852 -0.36421
H -2.38213 -1.75864 -2.54343
```

Values from the calculation:
Energy in eV: -16590.77397
Charge: +1
HOMO-LUMO gap (spin up / spin down) in eV: 8.545 / 8.546
Lowest unoccupied orbital energy (spin up / spin down) in Ha: -0.16244 / -0.16243
Relative energy (zero: lowest compared OMol25 entry of this formula, charge and spin) in eV: 4.6326

No. 2
CH2NO2S3 | ωB97M-V/def2-TZVPD

Geometry as XYZ:
```
9
CH2NO2S3 (ωB97M-V/def2-TZVPD)
C 0.24432 0.89314 -0.55348
N 1.34245 0.77288 0.00100
O 3.06657 -0.81840 1.42261
O 3.80309 0.61712 -0.44630
S -0.41907 0.12949 -1.90287
S -0.88460 2.22180 0.28312
S 2.64597 -0.18284 -0.22782
H -1.91772 1.99574 -0.76876
H 2.55142 -1.46782 2.08550
```

Values from the calculation:
Energy in eV: -39160.04905
Charge: -1
HOMO-LUMO gap in eV: 7.579
Lowest unoccupied orbital energy in Ha: 0.12250
Relative energy (zero: lowest compared OMol25 entry of this formula, charge and spin) in eV: 1.7634

No. 3
C10H16 | ωB97M-V/def2-TZVPD

Geometry as XYZ:
```
26
C10H16 (ωB97M-V/def2-TZVPD)
C 1.76788 0.82993 -3.51238
C 1.68777 0.42170 -2.04745
C 0.51179 0.40847 -1.21167
C 0.62990 0.39371 0.14960
C 1.79844 -0.03255 0.74343
C 2.85715 -0.23452 -0.10723
C 2.90098 0.04730 -1.44540
H 1.82126 1.89932 -3.55586
H 0.94445 0.37980 -4.00995
H 2.78426 0.64903 -3.90847
H -0.55169 0.43242 -1.64636
H -0.21697 0.43604 0.96815
H 1.90769 -0.11259 1.82296
H 3.83540 -0.66998 0.25835
H 3.74789 0.02234 -1.95118
C -1.70567 -1.36742 1.51420
C -2.81539 -0.62121 2.21076
C -2.78718 0.86380 1.68753
H -1.76643 -2.56499 1.67106
H -1.77858 -1.30022 0.48172
H -0.55800 -1.25495 1.71962
H -3.78169 -1.33367 2.08225
H -3.05041 -0.74642 3.36108
H -3.79719 1.25429 1.86719
H -1.91627 1.35377 2.14194
H -2.46938 0.84661 0.71611
```

Values from the calculation:
Energy in eV: -10626.57965
HOMO-LUMO gap in eV: 9.838
Lowest unoccupied orbital energy in Ha: 0.03529
Relative energy (zero: lowest compared OMol25 entry of this formula, charge and spin) in eV: 3.1639
Structure (SMILES): Cc1ccccc1.CCC